# 1
{
  "formula": "C23H48NOP3PbSe",
  "method": "wB97M-V/def2-TZVPD",
  "largest_force_ev_per_a": 2.508,
  "e_lumo_ev": [-11.77, -13.47],
  "gap_ha": [0.2855, 0.1752],
  "e_homo_ev": [-19.5, -18.2],
  "charge": 4,
  "relative_energy_kcal_mol": 41.92,
  "elements": ["Pb", "P", "P", "P", "H", "C", "C", "H", "C", "C", "C", "C", "C", "C", "C", "C", "C", "H", "H", "H", "H", "H", "H", "H", "H", "H", "H", "H", "H", "H", "H", "H", "H", "H", "H", "H", "H", "H", "H", "H", "H", "H", "H", "H", "H", "H", "C", "C", "C", "C", "C", "C", "Se", "H", "H", "H", "H", "H", "H", "O", "C", "C", "C", "C", "C", "C", "N", "H", "H", "H", "H", "H", "H", "H", "H", "H", "H", "H"],
  "xyz": [[-0.6929, -0.1464, 0.1487], [-2.0138, -0.8029, 2.1472], [0.5950, -2.1517, -0.4233], [-2.4944, -0.8436, -1.4328], [0.3986, 2.1072, -1.1517], [-0.5628, 1.6392, -1.1776], [-1.5077, 1.9237, -0.0548], [-1.1782, 2.5667, 0.7381], [-1.3998, -0.2469, 3.7081], [-2.3124, -2.5287, 2.4295], [-3.6237, -0.0617, 2.0804], [1.5776, -1.9937, -1.8776], [1.7437, -2.7088, 0.8000], [-0.3246, -3.6503, -0.7089], [-3.6802, 0.4259, -1.7890], [-3.5055, -2.2349, -1.0205], [-1.8163, -1.2132, -3.0392], [-0.9787, 1.4919, -2.1591], [-2.5602, 1.9507, -0.2677], [-1.1834, 0.8304, 3.7266], [-0.4908, -0.7880, 4.0174], [-2.1869, -0.4594, 4.4542], [-1.3798, -3.0742, 2.6371], [-2.8209, -3.0204, 1.5926], [-2.9646, -2.6081, 3.3284], [-3.5578, 1.0347, 2.0466], [-4.1584, -0.3532, 3.0130], [-4.2241, -0.3939, 1.2259], [2.1281, -2.9527, -2.0290], [2.3215, -1.1855, -1.8015], [0.9783, -1.8023, -2.7794], [2.2223, -3.6185, 0.4075], [1.2500, -2.9712, 1.7561], [2.5402, -1.9787, 1.0285], [0.4356, -4.4398, -0.9029], [-0.9835, -3.6044, -1.5794], [-0.9151, -3.9550, 0.1660], [-4.3564, -0.0151, -2.5476], [-3.2335, 1.3328, -2.2078], [-4.2796, 0.7036, -0.9094], [-4.1425, -2.4239, -1.9106], [-4.1627, -2.0200, -0.1716], [-2.9389, -3.1467, -0.8023], [-2.6822, -1.3658, -3.7194], [-1.2113, -2.1256, -3.0479], [-1.2062, -0.3865, -3.4270], [1.9843, 2.1896, -5.3144], [1.2829, 3.0652, -4.4542], [0.9763, 4.3577, -4.8598], [1.3563, 4.8166, -6.1276], [2.0528, 3.9577, -6.9913], [2.3641, 2.6658, -6.5969], [2.4511, 0.4065, -4.8598], [1.8191, 0.4877, -3.4720], [0.9868, 2.7132, -3.4687], [0.4356, 5.0173, -4.1828], [1.1134, 5.8314, -6.4408], [2.3519, 4.3045, -7.9769], [2.9049, 1.9998, -7.2683], [0.8065, 0.7281, 1.2958], [1.6050, 0.4883, 2.2844], [2.5448, 1.5663, 2.6296], [2.3547, 2.0413, 4.0739], [2.9149, 1.0826, 5.1378], [2.2345, -0.2822, 5.2444], [2.3813, -1.1591, 3.9928], [1.5152, -0.6676, 2.8982], [3.5656, 1.2026, 2.4685], [2.3636, 2.4017, 1.9594], [2.9210, 2.9651, 4.1750], [1.2956, 2.2729, 4.2669], [3.9830, 0.9254, 4.9427], [2.8164, 1.5646, 6.1073], [2.7307, -0.8260, 6.0426], [1.1742, -0.1829, 5.5136], [3.4206, -1.1822, 3.6327], [2.0699, -2.1592, 4.2354], [0.7619, -1.3280, 2.5988]],
  "forces_ev_per_a": [[-0.7, -0.5, -0.5], [-1.1, -0.3, 1.6], [1.3, -2.0, -0.3], [-1.2, -0.5, -1.1], [0.5, 0.3, 0.1], [-0.5, 0.9, 0.5], [0.3, 1.4, -0.9], [0.2, 0.2, 0.3], [0.6, 0.3, 1.3], [-0.2, -1.2, 0.2], [-1.1, 0.5, 0.0], [1.0, 0.1, -1.4], [1.1, -0.2, 1.2], [-0.5, -1.0, -0.2], [-1.0, 0.6, -0.3], [-0.9, -1.0, -0.2], [0.0, -0.3, -1.1], [-0.1, -0.1, -0.3], [-0.2, 0.0, 0.0], [-0.1, -0.3, 0.0], [-0.6, 0.3, 0.0], [0.3, 0.1, -0.2], [-0.2, 0.1, 0.0], [0.1, 0.1, 0.2], [0.4, 0.0, -0.5], [0.0, -0.3, 0.1], [0.3, 0.2, -0.6], [0.1, 0.0, 0.2], [-0.3, 0.6, 0.1], [-0.2, -0.3, 0.2], [0.1, -0.1, 0.3], [-0.1, 0.2, 0.1], [0.2, -0.1, -0.6], [-0.4, -0.3, -0.2], [-0.5, 0.4, 0.1], [0.2, 0.0, 0.1], [0.2, 0.1, -0.2], [0.1, 0.4, 0.3], [-0.1, -0.2, 0.0], [0.1, -0.1, -0.3], [0.2, -0.1, 0.6], [0.1, 0.0, -0.2], [-0.2, 0.2, -0.1], [0.6, 0.0, 0.2], [-0.2, 0.2, -0.1], [-0.2, -0.2, 0.1], [0.2, -0.5, 0.0], [-0.4, 0.7, 0.3], [-0.1, -0.9, 0.9], [0.2, -0.1, -0.3], [0.3, -0.6, -0.1], [0.2, 0.2, -0.6], [-0.7, 1.5, 0.5], [0.5, 0.0, -1.0], [0.0, 0.2, -0.2], [0.1, -0.1, -0.2], [0.1, -0.2, 0.1], [0.0, -0.1, 0.2], [-0.1, 0.2, 0.0], [1.8, 0.8, 1.5], [-0.9, -0.2, -1.1], [0.3, 0.1, 0.5], [0.4, -0.2, 0.6], [-0.3, 0.0, -0.3], [0.4, 0.0, -0.3], [0.2, 1.1, 0.4], [-0.4, -0.8, -0.1], [0.1, 0.1, 0.1], [0.0, -0.1, -0.2], [-0.2, 0.2, -0.1], [0.2, 0.0, -0.1], [-0.1, 0.1, 0.1], [0.2, 0.1, 0.1], [-0.1, -0.1, 0.2], [0.2, -0.1, 0.0], [-0.2, 0.0, 0.2], [-0.1, -0.5, -0.1], [1.2, 1.2, 0.3]]
}

# 2
{
  "formula": "C23H49AlBCl2FKMgN5O14S2",
  "method": "wB97M-V/def2-TZVPD",
  "largest_force_ev_per_a": 4.593,
  "e_lumo_ev": -8.66,
  "gap_ha": 0.0317,
  "e_homo_ev": -9.5,
  "charge": 2,
  "elements": ["C", "C", "O", "B", "O", "C", "C", "C", "C", "C", "Cl", "N", "C", "O", "C", "C", "C", "C", "C", "N", "C", "C", "O", "H", "H", "H", "H", "H", "H", "H", "H", "H", "H", "H", "H", "H", "H", "H", "H", "H", "H", "H", "H", "H", "H", "H", "H", "H", "H", "H", "H", "C", "O", "O", "O", "Mg", "O", "S", "O", "O", "C", "C", "C", "H", "H", "H", "H", "H", "H", "H", "H", "C", "O", "N", "N", "H", "H", "H", "H", "K", "F", "Al", "Cl", "C", "N", "O", "O", "H", "H", "H", "C", "S", "O", "C", "H", "H", "H", "H", "H", "H"],
  "xyz": [[2.6847, 3.0890, 0.6887], [1.9175, 1.8194, 1.0547], [2.4410, 0.6753, 0.3397], [3.4932, 0.0400, 1.0729], [4.1742, 0.7232, 2.0601], [3.8384, -1.4795, 0.8118], [4.6859, -1.9635, -0.3792], [5.9511, -1.1830, -0.7994], [5.7601, -0.6193, -2.2149], [6.9783, 0.2363, -2.6699], [4.2956, 0.4704, -2.3154], [4.8091, -3.3997, -0.0424], [3.5088, -3.7736, 0.4004], [3.1407, -4.8963, 0.5739], [2.6751, -2.4549, 0.6285], [1.5454, -2.4752, 1.6407], [0.2648, -2.9206, 0.8807], [-0.3602, -1.6549, 0.3113], [-1.9195, -1.7523, 0.4528], [-2.6376, -0.8771, -0.5115], [-2.6559, 0.4499, -0.0979], [-3.7636, 0.9537, 0.7954], [-1.7584, 1.2493, -0.4411], [2.0089, 3.8654, 0.3165], [3.3990, 2.8200, -0.1007], [3.2714, 3.4991, 1.5101], [1.8559, 1.6189, 2.1303], [0.8234, 1.9465, 0.6864], [5.0373, 1.0187, 1.7427], [4.4348, -1.8117, 1.8537], [3.9561, -2.0293, -1.2155], [6.1597, -0.3772, -0.0855], [6.7994, -1.8781, -0.8596], [5.5821, -1.4497, -2.9045], [6.6537, 1.2791, -2.7676], [7.7664, 0.2266, -1.9127], [7.3215, -0.0583, -3.6651], [5.1717, -3.9407, -0.8192], [2.1712, -2.2283, -0.3317], [1.7156, -3.0573, 2.5320], [1.3554, -1.4121, 1.8842], [-0.4288, -3.4914, 1.5125], [0.5231, -3.5972, 0.0561], [-0.1417, -1.4885, -0.7647], [-0.0439, -0.7534, 0.9164], [-2.1930, -1.4931, 1.4820], [-2.2093, -2.7800, 0.2213], [-2.2607, -0.9784, -1.4536], [-3.3478, 1.4709, 1.6690], [-4.4239, 1.6300, 0.2410], [-4.3435, 0.1124, 1.1888], [6.7910, -6.2566, -1.6365], [6.1230, -7.2758, -1.9161], [6.6272, -5.1597, -2.2270], [7.6765, -6.2158, -0.7498], [0.1251, 0.7347, 0.1195], [-6.8241, 2.8572, 1.1572], [-7.7078, 3.9444, 1.4499], [-8.8048, 3.7839, 2.3393], [-8.2713, 4.5401, 0.0458], [-8.8944, 3.6360, -0.8448], [-10.2936, 3.2719, -0.3760], [-6.7716, 5.3504, 1.9400], [-8.2765, 2.7371, -0.9804], [-8.9543, 4.1444, -1.8269], [-10.2622, 2.7006, 0.5494], [-10.8127, 2.6647, -1.1295], [-10.8755, 4.1758, -0.1773], [-5.9580, 5.4981, 1.2343], [-6.3798, 5.1480, 2.9349], [-7.4275, 6.2173, 1.9671], [0.8760, -0.7752, -4.1728], [0.5814, -0.6027, -2.9815], [2.1359, -1.0120, -4.5816], [-0.0605, -0.7391, -5.1581], [2.3901, -1.1546, -5.5416], [2.8555, -1.0432, -3.8757], [-1.0099, -0.5661, -4.8861], [0.1499, -0.8763, -6.1289], [-11.4262, 4.3120, -2.1465], [6.8547, -9.3036, -1.5147], [-8.7282, 2.1422, -3.3154], [3.8746, -2.6098, 3.3432], [-2.1160, -4.9042, -2.6312], [-3.2339, -3.9186, -2.5616], [-2.9494, -2.7262, -2.6001], [-4.3501, -4.3594, -2.4726], [-1.1791, -4.3633, -2.7094], [-2.1467, -5.4990, -1.7221], [-2.2802, -5.5229, -3.5085], [0.1578, 3.3616, 4.9778], [1.2015, 4.7324, 4.4543], [1.9275, 4.2935, 3.2257], [2.3574, 4.6217, 5.8238], [-0.6242, 3.2251, 4.2313], [0.7533, 2.4505, 5.0561], [-0.2974, 3.5978, 5.9392], [2.8118, 3.6309, 5.8461], [1.8323, 4.8187, 6.7583], [3.1301, 5.3735, 5.6771]],
  "forces_ev_per_a": [[0.1, 0.1, -0.4], [0.7, 0.7, -0.2], [-1.9, 0.2, 1.3], [1.3, -1.7, -0.3], [-0.9, 0.7, -1.1], [0.6, 0.7, 0.2], [-0.5, -0.2, -0.1], [-1.1, -0.6, -0.3], [1.3, 0.4, 0.2], [-0.8, 0.3, 0.0], [-0.2, -0.3, 0.1], [-1.1, 0.7, 0.1], [0.8, 0.4, 0.0], [-0.6, -0.2, -0.1], [0.9, -0.4, 0.3], [-0.7, -0.4, -0.9], [0.8, 0.3, 0.5], [-2.4, -0.2, -0.8], [0.3, -0.1, -0.5], [-0.1, 1.1, 0.5], [-0.4, -0.3, 0.2], [0.3, -0.9, 0.5], [0.8, -0.1, 0.2], [0.2, -0.1, 0.1], [-0.4, 0.0, 0.0], [-0.4, -0.2, 0.1], [0.0, 0.2, -0.1], [2.0, 2.7, 1.4], [0.2, -0.1, 0.4], [-1.1, 0.6, -1.9], [0.6, 1.0, -0.3], [0.2, -0.2, -0.1], [0.0, 0.3, 0.2], [-0.2, 0.2, 0.1], [0.2, -0.2, 0.1], [0.1, -0.3, -0.3], [0.2, -0.1, 0.3], [0.2, -0.6, 0.2], [0.5, 0.0, -0.1], [0.2, 0.0, 0.0], [0.3, -0.4, 0.8], [0.0, 0.5, 0.0], [0.0, 0.2, 0.1], [0.3, -0.1, 0.3], [0.0, -1.5, 0.8], [-0.2, -0.3, -0.2], [0.0, 0.2, 0.2], [0.2, 0.0, 0.1], [0.0, 0.2, -0.4], [0.2, -0.1, 0.1], [0.0, 0.2, -0.3], [2.0, 1.4, 1.2], [-0.4, -1.4, -0.5], [-1.2, -0.3, -0.5], [-0.3, -0.9, 0.0], [-0.5, -2.2, -3.1], [-0.3, -0.2, -0.3], [0.7, 0.7, 0.8], [-0.3, -0.3, -0.1], [0.1, 0.0, -0.4], [-0.2, 0.1, 0.3], [0.5, -1.1, 1.6], [0.0, 0.1, -0.3], [0.1, 0.0, 0.2], [0.4, 0.2, 0.3], [0.1, 0.0, 0.0], [0.6, -0.7, 0.9], [0.5, -0.4, 1.0], [0.0, 0.0, 0.0], [-0.1, -0.1, 0.0], [0.0, 0.0, 0.0], [0.1, 0.0, -0.2], [-0.3, 0.1, 0.4], [0.2, -0.1, 0.3], [-0.3, 0.1, 0.2], [0.0, 0.0, 0.0], [0.0, 0.1, -0.1], [0.0, 0.0, 0.0], [0.0, 0.0, 0.0], [-2.2, 2.3, -3.3], [-0.3, 1.4, -0.1], [0.2, -0.5, -0.6], [0.5, -0.3, 1.6], [0.3, 0.1, 0.0], [0.2, -0.1, -0.1], [0.0, -0.1, 0.0], [-0.1, 0.2, 0.0], [-0.1, 0.1, 0.0], [-0.1, -0.1, -0.1], [-0.1, -0.1, 0.1], [0.0, -0.2, 0.0], [0.0, 0.2, 0.3], [-0.2, -0.3, -0.1], [0.1, -0.1, 0.0], [0.0, 0.1, 0.0], [0.1, 0.0, 0.0], [0.0, 0.0, 0.0], [0.0, 0.0, -0.1], [0.0, 0.0, 0.0], [-0.1, 0.0, -0.1]]
}